{
  "formula": "C24H57FN8O11S",
  "method": "ωB97M-V/def2-TZVPD",
  "total_charge": 0,
  "e_lumo_ev": 0.1,
  "gap_ev": 8.86,
  "de_lowest_kcal_mol": 0.0,
  "homo_ev": -8.76,
  "elements": ["O", "S", "O", "O", "F", "H", "C", "O", "N", "C", "C", "H", "H", "H", "H", "H", "H", "H", "C", "O", "N", "C", "C", "H", "H", "H", "H", "H", "H", "H", "C", "O", "N", "C", "C", "H", "H", "H", "H", "H", "H", "H", "C", "O", "N", "C", "C", "H", "H", "H", "H", "H", "H", "H", "C", "O", "N", "C", "C", "H", "H", "H", "H", "H", "H", "H", "C", "O", "N", "C", "C", "H", "H", "H", "H", "H", "H", "H", "C", "O", "N", "C", "C", "H", "H", "H", "H", "H", "H", "H", "C", "O", "N", "C", "C", "H", "H", "H", "H", "H", "H", "H"],
  "xyz": [[0.38520, -1.02452, 3.98383], [-0.51908, -0.74161, 2.90224], [0.12557, 0.30940, 1.92986], [-0.30696, -2.03941, 1.75952], [0.05429, -3.19614, 2.48302], [1.04454, 0.07133, 1.65220], [3.26320, -3.55825, -2.28670], [3.66047, -4.21462, -3.23411], [1.98043, -3.21395, -2.08341], [1.56096, -2.43055, -0.93788], [0.98376, -3.64482, -3.04736], [3.94027, -3.18903, -1.49953], [0.83963, -2.97870, -0.33216], [1.09970, -1.49562, -1.26436], [2.42576, -2.19175, -0.32214], [0.96153, -4.73264, -3.12139], [1.20522, -3.24704, -4.03802], [0.00883, -3.28576, -2.72594], [-2.86622, 2.90354, 2.92556], [-2.22639, 1.91234, 3.23580], [-2.72527, 3.54938, 1.73990], [-3.39908, 4.79059, 1.44602], [-1.86077, 2.93146, 0.73324], [-3.59588, 3.37497, 3.60180], [-4.05090, 4.67901, 0.57894], [-2.67952, 5.58310, 1.23086], [-3.99555, 5.08595, 2.30859], [-2.25958, 1.94662, 0.48272], [-0.86216, 2.78895, 1.14723], [-1.80895, 3.52787, -0.17352], [-3.34469, 4.96794, -2.83648], [-2.96094, 4.19359, -1.97471], [-4.61735, 5.35791, -3.00487], [-5.00417, 6.27861, -4.05528], [-5.64038, 4.83236, -2.11590], [-2.65634, 5.41326, -3.57343], [-5.45647, 7.17888, -3.63605], [-5.72097, 5.81422, -4.73443], [-4.12312, 6.56651, -4.62541], [-5.43290, 5.10516, -1.08165], [-5.68240, 3.74484, -2.17580], [-6.60225, 5.24718, -2.40645], [2.88649, -4.60930, -8.67011], [2.32381, -3.58792, -9.02291], [3.23117, -4.89265, -7.40244], [3.90934, -6.12385, -7.04033], [2.91428, -3.92689, -6.36357], [3.16901, -5.40419, -9.38195], [3.30944, -6.70347, -6.33613], [4.86727, -5.90884, -6.57019], [4.07503, -6.71964, -7.93635], [1.83656, -3.75742, -6.32780], [3.39217, -2.96937, -6.57944], [3.26090, -4.29514, -5.40173], [-1.68721, 1.44115, 8.76169], [-2.12608, 0.95662, 9.78996], [-1.04319, 0.74745, 7.80960], [-0.54051, 1.36595, 6.59879], [-0.84651, -0.68002, 8.00346], [-1.78711, 2.51400, 8.52231], [-0.99378, 0.90962, 5.72134], [0.54148, 1.23641, 6.53071], [-0.77121, 2.42958, 6.60779], [-1.80441, -1.18995, 8.10809], [-0.26974, -0.86939, 8.90894], [-0.31571, -1.07759, 7.14118], [-6.34600, -0.65081, 11.99640], [-5.67793, -1.65145, 11.83101], [-6.17469, 0.50651, 11.32807], [-7.01441, 1.65664, 11.56667], [-5.10934, 0.59475, 10.33654], [-7.17486, -0.60620, 12.72538], [-7.54562, 1.95189, 10.65845], [-6.42470, 2.50969, 11.91037], [-7.75012, 1.41533, 12.33252], [-5.26778, -0.14914, 9.55477], [-4.13640, 0.40975, 10.78524], [-5.11689, 1.59040, 9.89948], [7.24425, -4.82354, -6.59084], [7.37522, -5.97969, -6.23961], [7.94116, -4.25067, -7.59237], [7.74152, -2.87050, -7.97616], [8.91832, -5.05865, -8.30036], [6.52698, -4.13355, -6.11334], [7.41351, -2.79523, -9.01492], [8.66205, -2.29407, -7.86146], [6.97524, -2.42949, -7.34090], [8.44201, -5.92381, -8.76226], [9.68307, -5.42732, -7.61644], [9.38524, -4.44912, -9.07077], [1.16766, 1.42280, -0.85974], [2.03991, 0.77233, -0.29625], [1.37777, 2.47263, -1.65354], [0.24319, 3.15933, -2.24102], [2.73770, 2.91324, -1.90910], [0.09840, 1.19140, -0.74468], [0.27415, 3.13509, -3.33159], [0.21205, 4.19849, -1.90916], [-0.65611, 2.65503, -1.89950], [3.31967, 2.11938, -2.37753], [3.23586, 3.18674, -0.97873], [2.70740, 3.77611, -2.56985]],
  "forces_ev_per_angstrom": [[0.0, -0.1, -0.1], [-0.4, 0.0, 0.7], [0.5, 0.0, -0.6], [0.3, 0.0, -0.1], [-0.1, 0.1, 0.0], [-0.3, 0.2, -0.1], [0.0, 0.0, 0.1], [0.0, 0.0, 0.0], [0.0, 0.0, 0.0], [-0.1, 0.0, -0.1], [0.0, 0.0, 0.0], [0.0, 0.0, 0.0], [0.0, 0.0, 0.0], [0.1, 0.0, 0.1], [0.0, 0.0, 0.0], [0.0, 0.0, 0.0], [0.0, 0.0, 0.0], [0.0, 0.0, 0.0], [0.5, 0.2, -0.4], [-0.3, 0.0, 0.0], [0.1, -0.4, 0.1], [-0.1, 0.0, 0.0], [0.0, 0.0, 0.3], [0.0, 0.0, 0.0], [0.0, 0.0, 0.0], [0.0, 0.0, 0.0], [0.0, 0.0, 0.0], [0.1, 0.0, -0.1], [0.0, 0.0, 0.0], [-0.2, 0.1, 0.2], [0.1, -0.1, -0.1], [-0.1, 0.1, 0.0], [-0.1, 0.0, 0.0], [0.0, 0.0, 0.0], [0.0, 0.0, 0.0], [0.0, 0.0, 0.0], [0.0, 0.0, 0.0], [0.0, 0.0, 0.0], [0.0, 0.0, 0.0], [0.0, 0.0, 0.0], [0.0, 0.0, 0.0], [0.0, 0.0, 0.0], [0.0, 0.0, 0.0], [0.0, 0.0, 0.0], [0.0, 0.0, 0.0], [-0.1, 0.1, 0.1], [0.0, 0.0, -0.1], [0.0, 0.0, 0.0], [0.0, 0.0, 0.0], [0.0, -0.1, 0.0], [0.0, 0.0, 0.0], [0.0, 0.0, 0.0], [0.0, 0.0, 0.0], [0.0, 0.0, 0.0], [0.0, 0.0, 0.0], [0.1, 0.1, 0.0], [0.0, 0.0, 0.0], [0.1, -0.1, 0.1], [0.0, 0.0, 0.0], [0.0, 0.0, 0.0], [-0.1, 0.1, -0.1], [0.0, 0.1, 0.0], [0.0, 0.0, 0.0], [0.0, 0.0, 0.0], [0.0, 0.0, 0.0], [0.0, 0.0, 0.0], [0.0, 0.0, 0.0], [0.0, 0.0, 0.0], [0.0, 0.1, -0.1], [0.0, 0.0, 0.0], [-0.1, -0.2, 0.1], [0.0, 0.0, 0.0], [0.0, 0.0, 0.0], [0.0, 0.0, 0.0], [0.0, 0.0, 0.0], [0.0, 0.0, 0.0], [0.0, 0.0, 0.0], [0.0, 0.0, 0.0], [0.0, 0.0, 0.0], [0.0, 0.0, 0.0], [0.0, 0.0, 0.0], [0.0, 0.0, 0.0], [0.0, 0.0, 0.0], [0.0, 0.0, 0.0], [0.0, 0.0, 0.0], [0.0, 0.0, 0.0], [0.0, 0.0, 0.0], [0.0, 0.0, 0.0], [0.0, 0.0, 0.0], [0.0, 0.0, 0.0], [0.1, -0.4, 0.4], [-0.1, 0.1, 0.1], [0.0, 0.1, -0.2], [0.2, 0.0, 0.1], [0.0, 0.0, 0.0], [0.0, -0.1, 0.1], [0.0, 0.0, 0.0], [-0.1, 0.0, 0.0], [-0.1, 0.2, -0.1], [0.0, 0.0, 0.0], [0.0, 0.0, 0.0], [0.0, 0.0, 0.0]]
}



{
  "formula": "C41H39AsN5O2PSY",
  "method": "ωB97M-V/def2-TZVPD",
  "total_charge": 3,
  "e_lumo_ev": -9.1,
  "gap_ev": 5.04,
  "de_lowest_kcal_mol": 0.0,
  "homo_ev": -14.12,
  "elements": ["Y", "O", "N", "O", "C", "C", "C", "C", "C", "C", "N", "C", "C", "N", "C", "C", "C", "C", "H", "H", "H", "H", "H", "H", "H", "C", "N", "C", "S", "N", "C", "H", "H", "H", "H", "H", "H", "H", "H", "C", "C", "As", "C", "C", "C", "C", "C", "C", "C", "C", "C", "C", "C", "C", "P", "C", "C", "C", "C", "C", "C", "C", "C", "C", "C", "C", "C", "H", "H", "H", "H", "H", "H", "H", "H", "H", "H", "H", "H", "H", "H", "H", "H", "H", "H", "H", "H", "H", "H", "H", "H"],
  "xyz": [[-1.57463, 0.13682, 0.69399], [-7.78558, -0.07766, -4.10804], [-7.39767, 0.59365, -3.18973], [-7.88628, 1.62280, -2.77911], [-6.21566, 0.09083, -2.44854], [-6.08087, -1.24401, -2.36119], [-5.00878, -1.80283, -1.59591], [-4.82318, -3.19149, -1.45920], [-3.77336, -3.66645, -0.71165], [-2.92197, -2.74600, -0.10475], [-3.07407, -1.42708, -0.21171], [-4.10817, -0.94898, -0.95703], [-4.24659, 0.47747, -1.09243], [-3.30118, 1.25388, -0.48505], [-3.40694, 2.57228, -0.59756], [-4.41640, 3.19323, -1.33144], [-5.35928, 2.42437, -1.96172], [-5.29931, 1.01719, -1.83832], [-6.79097, -1.88607, -2.86623], [-5.50700, -3.87446, -1.94859], [-3.59507, -4.72539, -0.59225], [-2.08307, -3.09908, 0.48759], [-2.65611, 3.16668, -0.09367], [-4.44257, 4.27179, -1.39611], [-6.14834, 2.88323, -2.53913], [-5.16289, -0.19224, 4.23459], [-4.06118, -1.15913, 4.32783], [-2.82898, -0.96035, 3.91638], [-2.37173, 0.55186, 3.18061], [-1.89322, -1.89859, 4.10046], [-2.11849, -3.11241, 4.88872], [-6.08701, -0.72133, 4.44599], [-5.20461, 0.22383, 3.23233], [-5.02493, 0.60738, 4.95961], [-4.23965, -1.98951, 4.87592], [-0.94657, -1.55665, 4.01444], [-2.36121, -2.87395, 5.92621], [-1.20944, -3.70568, 4.87244], [-2.91565, -3.70899, 4.44495], [2.34608, -0.32314, -1.34694], [2.82148, -1.75190, -1.11532], [4.75125, -2.04268, -1.57392], [4.79407, -1.05560, -3.25264], [3.76695, -1.20000, -4.18254], [3.85953, -0.61474, -5.43773], [4.99080, 0.11042, -5.78386], [6.03117, 0.23718, -4.87453], [5.93712, -0.34835, -3.61959], [5.38325, -0.69137, -0.30157], [5.43116, 0.68605, -0.51344], [5.88804, 1.53983, 0.48340], [6.30878, 1.02649, 1.70361], [6.26688, -0.34334, 1.92576], [5.80760, -1.19430, 0.92897], [1.00515, 0.10319, -0.20139], [0.41454, 1.83879, -0.39648], [0.23193, 2.36491, -1.68454], [-0.17480, 3.67938, -1.84390], [-0.43398, 4.47983, -0.73218], [-0.31435, 3.95630, 0.54503], [0.10488, 2.63665, 0.71754], [1.63396, 0.00615, 1.48415], [2.61623, 0.86799, 1.98270], [3.11048, 0.67982, 3.26094], [2.64312, -0.36990, 4.04807], [1.68919, -1.24724, 3.55480], [1.18567, -1.05633, 2.27413], [2.03744, -0.15082, -2.37749], [3.14061, 0.39721, -1.12381], [2.20014, -2.47134, -1.64968], [2.79910, -2.01837, -0.05559], [2.89076, -1.79875, -3.95096], [3.05919, -0.74541, -6.15486], [5.07193, 0.55690, -6.76575], [6.92767, 0.77893, -5.14553], [6.77083, -0.25540, -2.93354], [5.14600, 1.09959, -1.47434], [5.95005, 2.60404, 0.29241], [6.69875, 1.69048, 2.46495], [6.62559, -0.75455, 2.86111], [5.81988, -2.26544, 1.10218], [0.45796, 1.76616, -2.55940], [-0.26597, 4.09566, -2.83878], [-0.71708, 5.51545, -0.86961], [-0.50297, 4.57540, 1.41297], [0.31184, 2.28024, 1.72431], [3.01107, 1.67096, 1.36994], [3.87972, 1.33866, 3.63951], [3.04720, -0.51421, 5.04145], [1.37462, -2.09418, 4.15248], [0.49809, -1.79431, 1.85675]],
  "forces_ev_per_angstrom": [[-0.1, 0.4, 0.0], [0.0, -0.1, -0.1], [0.1, -0.1, 0.0], [-0.1, 0.1, 0.0], [0.0, 0.0, 0.0], [0.0, 0.1, 0.0], [0.0, 0.0, 0.0], [0.0, 0.0, 0.0], [0.0, 0.0, 0.0], [0.0, 0.0, 0.0], [0.1, -0.2, 0.0], [0.0, 0.0, 0.0], [0.1, 0.0, 0.0], [-0.1, 0.0, -0.1], [0.0, 0.0, 0.0], [0.0, 0.0, 0.0], [0.0, 0.0, 0.0], [0.0, 0.0, 0.1], [0.0, 0.0, 0.0], [0.0, 0.0, 0.0], [0.0, 0.0, 0.0], [0.0, 0.0, 0.0], [0.0, 0.0, 0.0], [0.0, 0.0, 0.0], [0.0, 0.0, 0.0], [0.1, -0.1, 0.0], [0.0, 0.0, 0.0], [0.1, 0.0, 0.0], [0.0, 0.1, 0.0], [-0.1, 0.1, 0.0], [0.0, 0.0, 0.0], [0.0, 0.0, 0.0], [0.0, 0.0, 0.0], [0.0, 0.0, 0.0], [0.0, 0.0, 0.0], [0.0, -0.1, 0.0], [0.0, 0.0, 0.0], [0.0, 0.0, 0.0], [0.0, 0.0, 0.0], [0.2, 0.3, 0.0], [0.0, 0.0, 0.0], [0.0, 0.1, -0.1], [0.1, 0.0, 0.0], [-0.1, 0.0, 0.0], [0.0, 0.0, 0.0], [0.0, 0.0, 0.0], [0.0, 0.0, 0.0], [0.0, 0.0, 0.0], [0.0, -0.1, 0.1], [0.0, 0.0, 0.0], [0.0, 0.0, 0.0], [0.0, 0.0, 0.0], [0.0, 0.0, 0.0], [0.0, 0.0, 0.0], [-0.4, -0.3, -0.1], [0.3, -0.2, 0.0], [0.0, 0.0, 0.0], [0.0, 0.0, 0.0], [0.0, 0.0, -0.1], [0.0, 0.0, 0.0], [0.0, 0.0, 0.0], [0.1, 0.0, 0.0], [0.0, 0.0, 0.0], [0.0, 0.0, 0.0], [0.0, 0.0, 0.0], [0.0, 0.0, 0.0], [0.0, 0.0, 0.0], [-0.1, 0.0, 0.0], [-0.1, 0.0, 0.0], [0.0, 0.0, 0.0], [0.0, 0.0, 0.0], [0.0, 0.0, 0.0], [0.0, 0.0, 0.0], [0.0, 0.0, 0.0], [0.0, 0.0, 0.0], [0.0, 0.0, 0.0], [0.1, 0.0, 0.0], [0.0, 0.0, 0.0], [0.0, 0.0, 0.0], [0.0, 0.0, 0.0], [0.0, 0.0, 0.0], [0.0, 0.0, 0.0], [0.0, 0.0, 0.0], [0.0, 0.0, 0.0], [0.0, 0.0, 0.0], [0.0, 0.0, 0.0], [0.0, 0.0, 0.0], [0.0, 0.0, 0.0], [0.0, 0.0, 0.0], [0.0, 0.0, 0.0], [0.0, 0.0, 0.0]]
}



{
  "formula": "C4H9NO",
  "method": "ωB97M-V/def2-TZVPD",
  "total_charge": 0,
  "e_lumo_ev": 1.1,
  "gap_ev": 10.47,
  "de_lowest_kcal_mol": 74.9,
  "homo_ev": -9.34,
  "smiles": "NCC[C@@H]1CO1",
  "elements": ["N", "C", "C", "C", "C", "O", "H", "H", "H", "H", "H", "H", "H", "H", "H"],
  "xyz": [[1.27337, 0.65466, -1.67455], [-0.02837, -0.07522, -1.66529], [-0.63124, -0.00560, -0.24654], [0.08272, -0.63067, 0.98795], [-0.18076, -0.13098, 2.40312], [1.02937, 0.10550, 1.63669], [1.18218, 1.55770, -1.19136], [1.63751, 0.85873, -2.53326], [0.06286, -1.14451, -1.80303], [-0.92175, 0.28774, -2.45075], [-1.03680, 0.97555, 0.02808], [-1.66018, -0.60575, -0.14871], [0.27497, -1.71373, 0.83773], [-0.19826, -0.83625, 3.21072], [-0.88563, 0.70283, 2.60919]],
  "forces_ev_per_angstrom": [[-2.2, -0.5, 2.9], [-1.7, 1.2, -0.1], [-2.9, -1.2, 1.6], [-1.5, 0.0, -0.9], [-0.7, 0.1, -2.1], [0.7, 0.6, 1.7], [-0.1, -0.7, -0.1], [0.9, 0.2, -2.9], [0.7, -0.2, -0.7], [2.4, -0.7, 1.9], [0.7, 0.3, -0.1], [2.0, 0.9, -1.0], [0.2, 0.6, 0.3], [0.7, -0.4, 0.2], [0.8, -0.3, -0.6]]
}



{
  "formula": "C2HI2O2",
  "method": "ωB97M-V/def2-TZVPD",
  "total_charge": -1,
  "e_lumo_ev": [3.2, 2.6],
  "gap_ev": [3.78, 7.06],
  "homo_ev": [-0.58, -4.43],
  "multiplicity": 3,
  "elements": ["C", "C", "O", "O", "I", "I", "H"],
  "xyz": [[0.71283, -0.38807, 2.99243], [-0.80677, 0.08442, 0.74723], [1.27669, 0.60620, 2.93664], [0.11457, -1.35609, 3.12470], [-1.48213, 1.91124, -0.24103], [-2.21801, -1.44276, 0.41127], [0.07013, -0.39457, 0.12407]],
  "forces_ev_per_angstrom": [[-0.7, 0.0, 0.0], [1.7, -2.0, -2.2], [1.3, 1.5, -0.1], [-0.5, -1.6, 0.4], [-0.2, 2.0, -0.3], [-0.9, -1.1, 0.5], [-0.8, 1.3, 1.7]]
}